{"formula": "C5H12NO", "method": "wB97M-V/def2-TZVPD", "lumo_ev": 3.828, "charge": -1, "e_homo_ha": -0.09229, "elements": ["C", "C", "C", "N", "H", "H", "H", "H", "H", "H", "H", "C", "O", "C", "H", "H", "H", "H", "H"], "xyz": [[1.55147, 0.52949, 0.48875], [0.97474, -0.38230, -0.58219], [1.76904, -1.99717, -2.06091], [2.00538, -1.34880, -1.00233], [0.77875, 1.17974, 0.89331], [1.92059, -0.09619, 1.29979], [2.37196, 1.12279, 0.07107], [0.55868, 0.17143, -1.42847], [0.15572, -0.95013, -0.12673], [0.88056, -1.83965, -2.68005], [2.48298, -2.75788, -2.37266], [-2.03063, 0.71721, 0.48681], [-1.39726, -0.18344, 1.24113], [-2.36512, 2.04805, 1.24772], [-3.01369, 0.40182, 0.05839], [-1.44672, 1.05785, -0.41927], [-3.04425, 2.65635, 0.63014], [-1.48076, 2.63459, 1.50415], [-2.89468, 1.79273, 2.16904]], "forces_ev_per_a": [[-0.122, 0.064, -0.365], [0.358, -0.360, 0.490], [0.366, 0.158, 0.362], [-0.477, -0.060, -0.540], [-0.066, -0.054, -0.029], [0.092, 0.085, 0.054], [0.058, 0.002, 0.141], [0.115, 0.002, -0.089], [-0.126, 0.227, 0.109], [-0.072, 0.008, -0.035], [-0.030, -0.034, -0.109], [0.283, 0.706, 0.484], [-0.092, -0.232, -0.037], [-0.413, -0.328, -0.372], [-0.147, -0.223, -0.050], [-0.009, -0.019, -0.110], [0.113, 0.158, 0.047], [0.116, -0.083, -0.017], [0.053, -0.016, 0.067]]}



{"formula": "C5H12NO", "method": "wB97M-V/def2-TZVPD", "multiplicity": 2, "lumo_ev": [6.745, 6.937], "charge": -2, "e_homo_ha": [0.14143, 0.00329], "elements": ["C", "N", "C", "O", "C", "C", "C", "H", "H", "H", "H", "H", "H", "H", "H", "H", "H", "H", "H"], "xyz": [[-0.62716, 0.29504, -0.60905], [0.04623, -0.55044, -1.60775], [-0.76308, -1.16522, -2.73475], [-0.14556, -1.97340, -3.60491], [0.43722, 1.03282, 0.23648], [0.20517, 1.02710, 1.73156], [0.83037, -0.18667, 2.43091], [-1.32863, -0.18911, 0.09791], [-1.26632, 0.92067, -1.24065], [0.50888, -1.33993, -1.15735], [-1.22946, -0.28388, -3.23437], [-1.64249, -1.65974, -2.24915], [1.40912, 0.57498, 0.07751], [0.48769, 2.02844, -0.22985], [-0.83711, 1.07122, 2.06561], [0.65572, 1.97257, 2.05376], [1.75676, 0.07856, 2.97267], [0.25665, -0.69623, 3.22869], [1.24599, -0.95677, 1.77272]], "forces_ev_per_a": [[0.366, -1.094, -0.750], [0.371, -0.644, -0.103], [-0.582, 0.028, -0.309], [0.293, 0.328, 0.756], [-0.995, 0.102, -1.090], [0.082, 0.280, 0.493], [1.046, -0.215, 0.748], [0.162, -0.439, -0.197], [0.083, 0.602, 0.349], [0.019, 0.202, 0.020], [-0.011, 0.484, -0.005], [-0.238, -0.244, 0.291], [0.047, -0.110, -0.205], [0.236, 0.141, 0.575], [-0.092, 0.154, -0.516], [0.101, -0.195, 0.673], [-0.074, 0.402, 0.039], [-0.227, 0.273, -0.439], [-0.587, -0.056, -0.331]]}



{"formula": "C5H12NO", "method": "wB97M-V/def2-TZVPD", "multiplicity": 2, "lumo_ev": [6.875, 6.967], "charge": -2, "e_homo_ha": [0.14246, 0.00714], "elements": ["C", "C", "C", "C", "N", "C", "O", "H", "H", "H", "H", "H", "H", "H", "H", "H", "H", "H", "H"], "xyz": [[-0.29325, -0.25264, -0.49090], [0.99939, 0.03338, 0.33193], [2.12637, -0.42259, -0.55181], [1.07795, 1.60920, 0.47308], [-1.43102, -0.21549, 0.54026], [-2.70700, -0.89258, 0.23243], [-3.71574, -0.08060, -0.09688], [-0.09821, -1.33799, -0.71408], [-0.41180, 0.49048, -1.25207], [1.02180, -0.56763, 1.31135], [2.31448, -1.58493, -0.46072], [1.86253, -0.25220, -1.61838], [3.08712, 0.15525, -0.51278], [1.97413, 1.84533, 1.14069], [0.13103, 2.00178, 1.07862], [1.07898, 1.97219, -0.58982], [-1.75291, 0.66563, 0.71076], [-2.86969, -1.60328, 1.03016], [-2.39416, -1.56332, -0.56185]], "forces_ev_per_a": [[-0.703, -1.751, 4.709], [-0.268, 1.130, -0.202], [1.686, -1.480, -1.047], [-0.816, -0.861, 2.136], [2.013, -2.682, -1.006], [0.237, 0.151, -1.391], [-0.277, 0.119, 0.345], [-0.968, 1.093, -0.864], [0.034, -0.095, -1.032], [-0.425, 1.277, -1.315], [-0.119, 2.090, -0.153], [-0.018, -0.159, 0.330], [-0.530, -0.650, 0.507], [-0.908, 0.243, -1.372], [1.760, -0.669, -1.421], [0.376, 0.207, 1.238], [-0.516, 3.262, 0.350], [-0.621, -0.377, 1.330], [0.064, -0.847, -1.143]]}



{"formula": "C5H12NO", "method": "wB97M-V/def2-TZVPD", "multiplicity": 2, "lumo_ev": [6.778, 6.697], "charge": -2, "e_homo_ha": [0.14826, -0.01541], "elements": ["N", "C", "O", "H", "H", "H", "H", "C", "C", "C", "C", "H", "H", "H", "H", "H", "H", "H", "H"], "xyz": [[0.03456, 3.62890, -0.48649], [0.00864, 2.92460, 0.83510], [0.27169, 1.61735, 0.77047], [0.92272, 3.37856, -0.90927], [-0.70743, 3.24614, -1.06085], [0.74893, 3.45044, 1.49050], [-1.01155, 3.16713, 1.23281], [-1.35196, -0.78623, -0.37038], [0.08311, -1.11232, 0.05920], [0.31317, -2.60113, 0.11810], [1.42087, -3.25013, -0.24187], [-2.08877, -1.26389, 0.27809], [-1.43110, 0.30069, -0.32411], [-1.49674, -1.06870, -1.41728], [0.29801, -0.63396, 1.01113], [0.77221, -0.73168, -0.69837], [-0.48145, -3.19792, 0.57862], [1.48875, -4.31561, -0.05643], [2.20635, -2.75225, -0.80895]], "forces_ev_per_a": [[0.129, 0.977, 0.211], [0.188, -1.085, 0.067], [-0.212, 0.579, 0.066], [-0.150, -0.240, -0.170], [0.184, -0.309, -0.033], [-0.129, 0.414, -0.136], [-0.034, 0.132, 0.098], [0.703, 0.511, -0.186], [-0.243, -1.097, -0.850], [0.376, -0.354, 0.661], [-0.660, 0.219, -0.454], [-0.104, -0.036, -0.096], [-0.227, 0.029, 0.225], [-0.240, -0.288, 0.083], [0.046, 0.088, -0.038], [0.011, 0.352, 0.315], [0.057, 0.336, 0.040], [0.233, -0.151, -0.156], [0.073, -0.076, 0.354]]}



{"formula": "C5H12NO", "method": "wB97M-V/def2-TZVPD", "lumo_ev": -4.808, "charge": 1, "e_homo_ha": -0.51753, "elements": ["C", "C", "C", "C", "N", "C", "H", "H", "H", "H", "H", "H", "H", "H", "H", "H", "H", "H", "O"], "xyz": [[-1.21302, -2.55505, -1.00773], [-1.82098, -1.15906, -1.39751], [-1.43581, -0.04804, -0.49926], [-0.43425, 0.03448, 0.37693], [0.06898, 1.31896, 0.73384], [0.77567, 1.62976, 1.75292], [-0.11925, -2.57690, -0.92705], [-1.61133, -2.79191, -0.02523], [-1.36302, -3.17394, -1.89145], [-1.34402, -0.94222, -2.36493], [-2.87041, -1.31715, -1.60616], [-1.89467, 0.90521, -0.77378], [0.09765, -0.67168, 1.00802], [-0.04349, 2.04975, 0.04453], [1.17759, 0.83973, 2.37578], [1.03383, 2.66580, 1.89772], [4.19253, 1.47695, 1.07470], [3.41520, 2.30675, 0.15234], [3.38880, 2.00857, 1.07632]], "forces_ev_per_a": [[0.278, 1.490, -0.407], [1.613, -2.032, 0.222], [0.198, 0.804, -0.703], [0.394, -0.101, 0.668], [-0.198, 0.617, 0.214], [0.361, -0.350, -0.482], [-0.078, 0.580, 0.158], [-0.270, -0.990, -0.327], [-0.710, -0.695, 0.698], [-0.282, 0.488, 0.085], [-0.335, 0.489, 0.265], [0.200, 0.031, -0.007], [-0.322, -0.746, -0.772], [-0.663, 0.301, -0.006], [-0.359, 0.145, 0.347], [0.223, -0.002, 0.085], [0.100, -0.185, 0.554], [-0.273, 0.240, 0.285], [0.123, -0.082, -0.876]]}



{"formula": "C5H12NO", "method": "wB97M-V/def2-TZVPD", "lumo_ev": -3.041, "charge": 1, "e_homo_ha": -0.56359, "elements": ["C", "C", "C", "C", "C", "N", "O", "H", "H", "H", "H", "H", "H", "H", "H", "H", "H", "H", "H"], "xyz": [[-0.64951, 1.61773, 0.67753], [0.71560, 0.32713, 0.05274], [0.83920, -0.60648, 1.22247], [1.56035, -0.16455, -1.02359], [-1.71572, -0.60327, -0.25358], [-0.65651, 0.45960, -0.39789], [0.78565, 1.69708, 0.53738], [-1.18198, 2.50658, 0.36638], [-0.98373, 1.30641, 1.69482], [0.13523, -0.36080, 1.95449], [1.82991, -0.51580, 1.72892], [0.88868, -1.67346, 0.87671], [1.65772, -1.18055, -0.93550], [2.63546, 0.23706, -0.98333], [1.12907, 0.27724, -1.89252], [-2.43066, -0.10813, 0.49131], [-2.19312, -0.81959, -1.18446], [-1.42477, -1.53199, 0.10303], [-0.58451, 0.92373, -1.24859]], "forces_ev_per_a": [[0.488, 0.285, -0.299], [2.415, -1.294, 2.365], [2.068, -1.395, -0.210], [2.952, 3.828, -0.653], [-1.701, 2.949, 0.708], [-1.890, 0.237, 3.943], [-1.451, -0.811, -0.668], [-0.019, 0.139, -0.237], [0.175, -0.228, -0.978], [-1.202, -0.372, 1.262], [-0.572, 0.480, -0.642], [-0.817, 0.895, 0.574], [-0.127, -2.495, -0.613], [-1.558, -0.380, 0.195], [0.207, -0.495, -1.486], [0.597, -1.205, -1.261], [-0.353, 0.430, -0.683], [1.351, -1.362, 1.007], [-0.564, 0.795, -2.322]]}



Computed values of relative energy (zero: lowest compared OMol25 entry of this formula, charge and spin) (unit: kJ/mol) for the preceding records, in sequence: 109.8, 45.8, 113.5, 41.5, 160.9, 230.0.
Computed values of E_tot (unit: eV) for the preceding records, in sequence: -8915.9253, -8912.1824, -8911.4807, -8912.2274, -8908.9618, -8908.2454.